[1]
{
  "formula": "C17H23N3O",
  "method": "ωB97M-V/def2-TZVPD",
  "e_tot_ha": -900.9985,
  "lumo_energy_ev": 0.654,
  "gap_ev": 8.5,
  "molar_mass_g_mol": 285.4,
  "relative_energy_kj_mol": 443.5,
  "multiplicity": 1,
  "symbols": ["C", "C", "C", "C", "C", "O", "N", "C", "C", "C", "N", "N", "C", "C", "C", "C", "C", "C", "C", "C", "C", "H", "H", "H", "H", "H", "H", "H", "H", "H", "H", "H", "H", "H", "H", "H", "H", "H", "H", "H", "H", "H", "H", "H"],
  "positions_angstrom": [[0.114, 1.432, 5.765], [-0.551, 0.986, 4.375], [-1.088, -0.497, 4.608], [-1.740, 2.057, 4.195], [-2.274, 1.986, 2.756], [-3.410, 2.223, 2.467], [-1.429, 1.687, 1.800], [-0.218, 0.921, 1.878], [0.668, 1.597, 0.673], [0.402, 0.952, -0.598], [-0.338, -0.246, -0.867], [-0.382, -0.450, -2.261], [0.524, 0.523, -2.959], [1.782, -0.275, -3.299], [2.812, -0.722, -2.418], [3.920, -1.349, -2.763], [4.168, -1.613, -4.164], [3.185, -1.310, -5.039], [2.007, -0.538, -4.618], [0.741, 1.665, -1.903], [0.430, 1.058, 3.248], [0.569, 2.419, 5.638], [-0.545, 1.497, 6.560], [0.982, 0.764, 6.056], [-1.470, -0.624, 5.582], [-0.256, -1.243, 4.572], [-1.826, -0.782, 3.851], [-2.540, 1.938, 4.923], [-1.432, 3.085, 4.270], [-1.855, 1.668, 0.822], [-0.312, -0.094, 1.627], [0.585, 2.752, 0.705], [1.801, 1.291, 0.795], [-0.579, -1.401, -2.617], [0.054, 0.903, -3.879], [2.590, -0.461, -1.378], [4.644, -1.719, -2.020], [5.159, -1.883, -4.415], [3.397, -1.621, -6.113], [1.310, -0.156, -5.371], [1.673, 2.128, -1.834], [-0.067, 2.434, -2.084], [0.845, 2.013, 3.294], [1.232, 0.288, 3.423]]
}

=====

[2]
{
  "formula": "C17H23N4O2",
  "method": "ωB97M-V/def2-TZVPD",
  "charge": 1,
  "e_tot_ha": -1030.8776,
  "lumo_energy_ev": -3.310,
  "gap_ev": 7.6,
  "molar_mass_g_mol": 315.4,
  "relative_energy_kj_mol": 0.0,
  "multiplicity": 1,
  "symbols": ["C", "C", "C", "C", "C", "N", "C", "C", "C", "C", "C", "O", "N", "C", "N", "C", "C", "O", "C", "C", "N", "C", "C", "H", "H", "H", "H", "H", "H", "H", "H", "H", "H", "H", "H", "H", "H", "H", "H", "H", "H", "H", "H", "H", "H", "H"],
  "positions_angstrom": [[-0.364, -4.088, -0.158], [-1.498, -3.329, -0.515], [-1.438, -1.966, -0.560], [-0.229, -1.310, -0.244], [0.006, 0.068, -0.225], [-1.083, 1.029, -0.491], [-2.003, 1.247, 0.653], [-3.326, 1.794, 0.074], [-4.514, 1.559, 1.014], [-5.086, 0.238, 0.499], [-4.825, 0.359, -0.999], [-3.585, 1.062, -1.118], [1.141, 0.640, 0.034], [2.198, -0.179, 0.324], [3.364, 0.400, 0.610], [3.600, 1.813, 0.432], [4.372, 2.023, -0.894], [5.010, 0.835, -1.297], [5.638, 0.184, -0.219], [4.572, -0.387, 0.746], [2.099, -1.499, 0.383], [0.936, -2.078, 0.103], [0.824, -3.488, 0.142], [-0.447, -5.163, -0.133], [-2.416, -3.840, -0.759], [-2.309, -1.396, -0.848], [-0.642, 1.914, -0.772], [-1.721, 0.706, -1.251], [-1.560, 1.928, 1.379], [-2.179, 0.279, 1.128], [-3.202, 2.852, -0.186], [-4.208, 1.519, 2.056], [-5.245, 2.357, 0.894], [-6.143, 0.124, 0.721], [-4.547, -0.612, 0.919], [-4.720, -0.597, -1.512], [-5.610, 0.943, -1.490], [2.651, 2.344, 0.421], [4.196, 2.159, 1.281], [5.107, 2.831, -0.770], [3.696, 2.281, -1.711], [6.307, 0.880, 0.305], [6.234, -0.619, -0.651], [4.323, -1.418, 0.498], [4.925, -0.342, 1.781], [1.701, -4.055, 0.405]]
}

=====

[3]
{
  "formula": "C17H23N7O3",
  "method": "ωB97M-V/def2-TZVPD",
  "e_tot_ha": -1270.2956,
  "lumo_energy_ev": -0.262,
  "gap_ev": 6.3,
  "molar_mass_g_mol": 373.4,
  "relative_energy_kj_mol": 1081.5,
  "multiplicity": 1,
  "symbols": ["C", "N", "C", "C", "N", "C", "C", "C", "C", "C", "C", "C", "N", "C", "C", "H", "H", "H", "H", "H", "H", "H", "H", "H", "H", "H", "H", "H", "H", "H", "H", "H", "H", "H", "C", "O", "C", "N", "C", "N", "O", "N", "O", "C", "C", "N", "H", "H", "H", "H"],
  "positions_angstrom": [[-3.941, -0.290, 1.189], [-2.612, 0.165, 0.790], [-2.350, 1.561, 1.088], [-1.640, -0.679, 0.434], [-0.296, -0.273, 0.366], [0.588, -1.416, 0.478], [2.045, -1.090, 0.484], [2.676, -0.856, 1.713], [3.985, -0.378, 1.718], [4.676, -0.219, 0.511], [4.073, -0.575, -0.703], [2.762, -1.046, -0.714], [-1.929, -2.023, 0.266], [-3.130, -2.460, -0.453], [-1.496, -3.136, 1.166], [-3.902, -1.204, 1.792], [-4.384, 0.491, 1.810], [-4.600, -0.436, 0.322], [-1.463, 1.656, 1.725], [-2.266, 2.133, 0.143], [-3.184, 1.965, 1.660], [0.312, -1.744, 1.474], [0.344, -2.165, -0.288], [2.126, -1.026, 2.642], [4.461, -0.130, 2.665], [5.695, 0.179, 0.516], [4.610, -0.480, -1.646], [2.276, -1.367, -1.638], [-3.480, -1.702, -1.157], [-2.884, -3.373, -1.012], [-3.933, -2.730, 0.253], [-1.209, -2.814, 2.178], [-2.350, -3.826, 1.274], [-0.688, -3.725, 0.710], [1.572, 0.879, -4.044], [0.661, 1.920, -3.651], [0.341, 1.965, -2.340], [-0.093, 3.198, -1.997], [-0.163, 3.398, -0.708], [-0.099, 4.665, -0.136], [0.260, 4.433, 1.139], [0.444, 2.952, 1.381], [0.793, 2.605, 2.495], [-0.043, 2.320, 0.252], [0.282, 0.912, -0.208], [0.444, 0.841, -1.642], [1.501, 0.871, -5.130], [2.598, 1.132, -3.748], [1.293, -0.081, -3.610], [1.319, 1.004, 0.190]]
}

=====

[4]
{
  "formula": "C17H23NO2",
  "method": "ωB97M-V/def2-TZVPD",
  "e_tot_ha": -866.8702,
  "lumo_energy_ev": 0.556,
  "gap_ev": 8.8,
  "molar_mass_g_mol": 273.4,
  "relative_energy_kj_mol": 0.0,
  "multiplicity": 1,
  "symbols": ["C", "C", "C", "C", "C", "C", "O", "C", "C", "C", "C", "C", "C", "N", "C", "C", "C", "C", "C", "O", "H", "H", "H", "H", "H", "H", "H", "H", "H", "H", "H", "H", "H", "H", "H", "H", "H", "H", "H", "H", "H", "H", "H"],
  "positions_angstrom": [[5.432, 0.515, 0.166], [4.734, -0.437, -0.798], [3.213, -0.287, -0.788], [2.581, -0.680, 0.554], [1.078, -0.662, 0.479], [0.352, -1.690, -0.034], [0.914, -2.824, -0.516], [-1.083, -1.620, -0.079], [-1.842, -2.687, -0.569], [-3.214, -2.616, -0.599], [-3.846, -1.469, -0.130], [-3.117, -0.404, 0.350], [-1.716, -0.448, 0.385], [-0.958, 0.594, 0.858], [-1.578, 1.845, 1.263], [-2.006, 2.700, 0.068], [-0.823, 3.080, -0.820], [-1.245, 4.022, -1.940], [0.429, 0.546, 0.950], [1.050, 1.492, 1.413], [6.512, 0.441, 0.053], [5.182, 0.280, 1.197], [5.134, 1.541, -0.034], [5.001, -1.468, -0.548], [5.092, -0.242, -1.812], [2.949, 0.751, -1.001], [2.792, -0.903, -1.589], [2.874, 0.047, 1.312], [2.947, -1.665, 0.867], [1.875, -2.763, -0.435], [-1.320, -3.564, -0.917], [-3.797, -3.442, -0.977], [-4.924, -1.408, -0.141], [-3.647, 0.462, 0.707], [-2.424, 1.639, 1.923], [-0.815, 2.383, 1.832], [-2.746, 2.167, -0.534], [-2.476, 3.607, 0.455], [-0.391, 2.175, -1.253], [-0.052, 3.553, -0.210], [-2.007, 3.559, -2.563], [-1.652, 4.944, -1.531], [-0.394, 4.273, -2.569]]
}

=====

[5]
{
  "formula": "C17H23NOS",
  "method": "ωB97M-V/def2-TZVPD",
  "e_tot_ha": -1189.7926,
  "lumo_energy_ev": 0.706,
  "gap_ev": 9.0,
  "molar_mass_g_mol": 289.4,
  "relative_energy_kj_mol": 3.2,
  "multiplicity": 1,
  "symbols": ["C", "C", "C", "C", "C", "S", "C", "C", "O", "N", "C", "C", "C", "C", "C", "C", "C", "C", "C", "C", "H", "H", "H", "H", "H", "H", "H", "H", "H", "H", "H", "H", "H", "H", "H", "H", "H", "H", "H", "H", "H", "H", "H"],
  "positions_angstrom": [[-0.828, -4.483, 0.769], [-1.476, -3.167, 0.463], [-1.763, -2.813, -0.851], [-2.370, -1.608, -1.147], [-2.699, -0.738, -0.121], [-3.516, 0.801, -0.501], [-2.248, 1.979, 0.068], [-1.076, 2.061, -0.902], [-0.798, 1.193, -1.696], [-0.399, 3.231, -0.802], [0.872, 3.436, -1.458], [2.047, 3.103, -0.522], [1.954, 1.675, -0.060], [1.437, 1.360, 1.121], [1.243, -0.041, 1.610], [1.356, -1.047, 0.469], [2.583, -0.726, -0.373], [2.382, 0.627, -1.047], [-2.433, -1.079, 1.195], [-1.818, -2.284, 1.480], [-0.430, -4.496, 1.781], [-0.021, -4.685, 0.068], [-1.558, -5.288, 0.679], [-1.500, -3.489, -1.652], [-2.581, -1.328, -2.167], [-1.887, 1.657, 1.045], [-2.749, 2.942, 0.161], [-0.614, 3.850, -0.036], [0.934, 4.476, -1.790], [0.887, 2.778, -2.328], [2.021, 3.779, 0.336], [2.979, 3.271, -1.065], [1.142, 2.143, 1.811], [0.265, -0.130, 2.090], [1.997, -0.258, 2.377], [1.411, -2.061, 0.869], [0.467, -0.979, -0.161], [2.739, -1.497, -1.129], [3.468, -0.693, 0.267], [3.300, 0.945, -1.549], [1.601, 0.533, -1.807], [-2.712, -0.409, 1.996], [-1.609, -2.545, 2.508]]
}